{
  "formula": "C57H52IN3P2SiTi",
  "method": "wB97M-V/def2-TZVPD",
  "lumo_energy_ev": [0.26, 0.17],
  "orbital_gap_ev": [6.447, 6.794],
  "spin_multiplicity": 3,
  "elements": ["Ti", "C", "Si", "C", "C", "C", "C", "C", "C", "P", "C", "C", "C", "C", "C", "C", "C", "C", "C", "C", "C", "C", "C", "C", "C", "C", "C", "C", "P", "C", "C", "C", "C", "C", "C", "C", "C", "C", "C", "C", "C", "H", "H", "H", "H", "H", "H", "H", "H", "H", "H", "H", "H", "H", "H", "H", "H", "H", "H", "H", "H", "H", "H", "H", "H", "H", "H", "H", "H", "H", "H", "H", "C", "C", "C", "C", "C", "C", "C", "C", "C", "C", "N", "C", "C", "C", "C", "C", "N", "H", "H", "H", "H", "H", "H", "H", "H", "H", "H", "H", "H", "H", "H", "H", "H", "H", "I", "C", "C", "C", "C", "N", "C", "H", "H", "H", "H"],
  "positions_angstrom": [[0.35, -0.12, -0.09], [1.35, -3.70, -1.73], [0.26, -2.75, -0.49], [0.57, -3.75, 1.12], [0.54, -5.15, 1.21], [0.79, -5.80, 2.40], [1.10, -5.08, 3.55], [1.17, -3.70, 3.48], [0.92, -3.04, 2.27], [1.08, -1.22, 2.17], [0.14, -0.74, 3.68], [-1.14, -1.28, 3.81], [-1.96, -0.91, 4.86], [-1.52, 0.01, 5.81], [-0.24, 0.54, 5.69], [0.58, 0.17, 4.63], [2.83, -0.90, 2.58], [3.22, 0.44, 2.67], [4.55, 0.78, 2.86], [5.51, -0.22, 2.95], [5.14, -1.55, 2.84], [3.80, -1.89, 2.66], [-1.48, -3.23, -1.15], [-2.16, -4.43, -0.89], [-3.32, -4.76, -1.57], [-3.83, -3.91, -2.54], [-3.20, -2.70, -2.79], [-2.05, -2.34, -2.08], [-1.25, -0.70, -2.30], [-0.12, -0.94, -3.72], [0.92, -0.02, -3.87], [1.83, -0.16, -4.91], [1.71, -1.22, -5.80], [0.67, -2.13, -5.65], [-0.24, -1.99, -4.62], [-2.62, 0.26, -3.07], [-2.43, 1.06, -4.19], [-3.49, 1.77, -4.75], [-4.76, 1.67, -4.20], [-4.96, 0.88, -3.08], [-3.90, 0.20, -2.51], [0.92, -4.67, -1.99], [2.34, -3.89, -1.30], [1.50, -3.13, -2.66], [0.33, -5.74, 0.32], [0.76, -6.89, 2.44], [1.29, -5.59, 4.48], [1.42, -3.12, 4.37], [-1.49, -2.00, 3.09], [-2.95, -1.34, 4.95], [-2.16, 0.30, 6.63], [0.12, 1.25, 6.43], [1.58, 0.59, 4.57], [2.48, 1.22, 2.55], [4.84, 1.82, 2.93], [6.55, 0.04, 3.09], [5.88, -2.33, 2.90], [3.52, -2.93, 2.56], [-1.77, -5.11, -0.15], [-3.83, -5.69, -1.35], [-4.72, -4.18, -3.10], [-3.61, -2.03, -3.54], [1.03, 0.79, -3.17], [2.65, 0.54, -5.01], [2.43, -1.34, -6.60], [0.58, -2.96, -6.34], [-1.03, -2.72, -4.49], [-1.45, 1.12, -4.65], [-3.31, 2.38, -5.62], [-5.58, 2.21, -4.65], [-5.95, 0.80, -2.65], [-4.08, -0.43, -1.64], [3.68, 4.68, 0.93], [2.59, 3.76, 1.50], [1.20, 4.17, 1.06], [0.67, 5.34, 1.61], [-0.59, 5.79, 1.26], [-1.35, 5.05, 0.36], [-0.86, 3.88, -0.20], [-1.68, 3.10, -1.20], [-3.17, 3.43, -1.19], [0.42, 3.44, 0.15], [0.91, 2.20, -0.36], [1.98, 2.29, -1.11], [2.76, 1.16, -1.42], [3.93, 1.04, -2.18], [4.32, -0.30, -2.07], [3.37, -0.92, -1.25], [2.43, -0.05, -0.85], [4.67, 4.38, 1.30], [3.51, 5.71, 1.22], [3.70, 4.64, -0.16], [2.63, 3.80, 2.59], [2.80, 2.74, 1.21], [1.27, 5.90, 2.32], [-0.99, 6.69, 1.70], [-2.33, 5.40, 0.10], [-1.28, 3.29, -2.21], [-1.53, 2.03, -1.03], [-3.71, 2.77, -1.86], [-3.37, 4.45, -1.51], [-3.58, 3.31, -0.18], [2.31, 3.26, -1.46], [4.42, 1.83, -2.73], [5.19, -0.76, -2.51], [3.35, -1.95, -0.93], [-2.35, 3.46, 3.96], [-2.53, 1.85, 2.66], [-3.73, 1.16, 2.53], [-3.78, 0.10, 1.64], [-2.65, -0.24, 0.93], [-1.50, 0.44, 1.04], [-1.44, 1.46, 1.90], [-4.60, 1.45, 3.10], [-4.69, -0.48, 1.51], [-2.64, -1.09, 0.25], [-0.50, 1.98, 1.98]],
  "lowdin_charge": [0.439, -0.212, 0.590, -0.282, -0.101, -0.079, -0.080, -0.104, -0.395, 1.033, -0.349, -0.110, -0.083, -0.103, -0.097, -0.078, -0.341, -0.126, -0.071, -0.082, -0.076, -0.071, -0.298, -0.085, -0.082, -0.082, -0.110, -0.397, 1.042, -0.371, -0.103, -0.067, -0.077, -0.076, -0.078, -0.353, -0.077, -0.076, -0.093, -0.093, -0.131, 0.026, 0.016, 0.009, 0.096, 0.101, 0.102, 0.115, 0.110, 0.107, 0.102, 0.104, 0.092, 0.080, 0.101, 0.102, 0.103, 0.100, 0.084, 0.101, 0.102, 0.103, 0.086, 0.104, 0.102, 0.103, 0.104, 0.102, 0.104, 0.103, 0.107, 0.098, -0.078, -0.212, -0.169, -0.057, -0.099, -0.052, -0.169, -0.193, -0.080, -0.206, 0.030, -0.101, -0.372, -0.056, -0.084, -0.159, -0.043, 0.070, 0.071, 0.068, 0.117, 0.073, 0.115, 0.103, 0.101, 0.124, 0.058, 0.040, 0.076, 0.080, 0.141, 0.102, 0.088, 0.088, 0.947, -0.697, -0.130, -0.040, -0.131, -0.042, -0.210, 0.103, 0.114, 0.093, 0.096]
}

---

{
  "formula": "C4H9N",
  "method": "wB97M-V/def2-TZVPD",
  "lumo_energy_ev": 1.09,
  "smiles": "C=C(C)CN",
  "orbital_gap_ev": 10.323,
  "elements": ["C", "C", "C", "C", "N", "H", "H", "H", "H", "H", "H", "H", "H", "H"],
  "positions_angstrom": [[0.71, -0.64, 1.23], [0.20, 0.22, 0.36], [0.34, 1.72, 0.55], [-0.61, -0.23, -0.84], [-0.64, -1.70, -0.99], [0.47, -1.70, 1.20], [1.29, -0.34, 2.12], [-0.65, 2.17, 0.78], [1.00, 1.91, 1.39], [0.73, 2.27, -0.37], [-1.65, 0.06, -0.73], [-0.22, 0.29, -1.72], [-1.26, -1.96, -1.74], [0.27, -2.07, -1.24]],
  "nbo_charge": [-0.420, 0.009, -0.641, -0.251, -0.833, 0.213, 0.194, 0.216, 0.219, 0.210, 0.199, 0.173, 0.357, 0.354]
}

---

{
  "formula": "C18H54AlO10",
  "method": "wB97M-V/def2-TZVPD",
  "lumo_energy_ev": 1.85,
  "orbital_gap_ev": 5.830,
  "charge": -1,
  "elements": ["O", "C", "C", "O", "C", "O", "C", "Al", "H", "H", "H", "H", "H", "H", "H", "H", "H", "H", "H", "H", "C", "C", "O", "H", "H", "H", "H", "H", "H", "C", "C", "O", "H", "H", "H", "H", "H", "H", "C", "C", "O", "H", "H", "H", "H", "H", "H", "C", "C", "O", "H", "H", "H", "H", "H", "H", "C", "C", "O", "H", "H", "H", "H", "H", "H", "C", "C", "O", "H", "H", "H", "H", "H", "H", "C", "C", "O", "H", "H", "H", "H", "H", "H"],
  "positions_angstrom": [[4.55, -5.64, -0.55], [4.47, -4.66, -1.69], [5.27, -3.25, -1.37], [4.48, -2.08, -1.81], [3.72, -1.51, -0.67], [2.45, -0.86, -1.05], [1.50, -1.81, -1.64], [0.09, -2.56, -0.35], [3.83, -5.34, 0.08], [3.33, -4.45, -1.89], [4.96, -5.13, -2.64], [6.26, -3.28, -2.00], [5.58, -3.22, -0.23], [3.61, -2.27, 0.24], [4.42, -0.63, -0.24], [1.98, -2.72, -2.20], [0.90, -1.20, -2.47], [0.50, -2.54, 1.18], [-1.28, -1.78, -0.65], [-0.15, -4.08, -0.78], [4.93, -9.14, 2.14], [4.17, -8.01, 1.48], [3.67, -7.12, 2.46], [4.29, -9.69, 2.83], [5.32, -9.84, 1.39], [5.77, -8.75, 2.72], [3.32, -8.40, 0.91], [4.81, -7.45, 0.79], [4.43, -6.77, 2.96], [-2.14, 2.45, -0.60], [-2.45, 1.35, 0.39], [-1.27, 0.62, 0.70], [-1.71, 2.03, -1.52], [-3.04, 3.01, -0.86], [-1.40, 3.14, -0.19], [-3.18, 0.65, -0.04], [-2.87, 1.76, 1.31], [-0.63, 1.25, 1.08], [-3.90, 4.57, -4.33], [-2.42, 4.44, -4.00], [-2.18, 3.20, -3.35], [-4.50, 4.52, -3.42], [-4.10, 5.52, -4.83], [-4.23, 3.76, -4.98], [-2.11, 5.24, -3.33], [-1.81, 4.48, -4.91], [-2.46, 2.49, -3.95], [-6.79, 8.17, -3.95], [-6.15, 7.25, -2.92], [-4.77, 7.12, -3.19], [-6.65, 7.77, -4.96], [-7.86, 8.28, -3.76], [-6.32, 9.16, -3.93], [-6.61, 6.26, -2.97], [-6.28, 7.65, -1.91], [-4.37, 8.00, -3.14], [-2.28, 9.03, 0.08], [-3.10, 10.02, -0.71], [-4.37, 9.47, -1.01], [-2.15, 8.10, -0.48], [-1.30, 9.44, 0.32], [-2.79, 8.76, 1.02], [-2.60, 10.27, -1.65], [-3.25, 10.95, -0.14], [-4.81, 9.26, -0.17], [2.56, -2.14, 4.41], [2.97, -1.96, 2.97], [3.26, -3.22, 2.38], [3.35, -2.64, 4.98], [2.34, -1.18, 4.88], [1.67, -2.78, 4.48], [3.87, -1.34, 2.90], [2.18, -1.48, 2.39], [2.45, -3.76, 2.43], [0.12, -6.56, 5.35], [0.15, -5.53, 4.24], [1.44, -5.48, 3.65], [0.87, -6.31, 6.12], [-0.86, -6.61, 5.82], [0.38, -7.55, 4.97], [-0.09, -4.54, 4.63], [-0.59, -5.78, 3.47], [1.63, -6.37, 3.30]],
  "lowdin_charge": [-0.165, -0.169, -0.177, -0.191, -0.224, -0.256, -0.358, 0.189, 0.102, 0.130, 0.120, 0.121, 0.133, 0.127, 0.145, 0.036, 0.068, -0.132, -0.141, -0.164, -0.098, -0.322, -0.089, 0.072, 0.071, 0.071, 0.121, 0.088, 0.100, -0.108, -0.333, -0.131, 0.066, 0.065, 0.073, 0.110, 0.096, 0.085, -0.107, -0.310, -0.109, 0.072, 0.062, 0.072, 0.113, 0.105, 0.099, -0.092, -0.320, -0.114, 0.076, 0.072, 0.072, 0.114, 0.097, 0.079, -0.090, -0.323, -0.100, 0.080, 0.075, 0.075, 0.113, 0.106, 0.094, -0.091, -0.345, -0.131, 0.073, 0.068, 0.057, 0.109, 0.077, 0.051, -0.100, -0.315, -0.102, 0.074, 0.069, 0.070, 0.108, 0.115, 0.068]
}

---

{
  "formula": "H60O30",
  "method": "wB97M-V/def2-TZVPD",
  "lumo_energy_ev": -1.23,
  "orbital_gap_ev": 9.232,
  "elements": ["O", "H", "H", "O", "H", "H", "O", "H", "H", "O", "H", "H", "O", "H", "H", "O", "H", "H", "O", "H", "H", "O", "H", "H", "O", "H", "H", "O", "H", "H", "O", "H", "H", "O", "H", "H", "O", "H", "H", "O", "H", "H", "O", "H", "H", "O", "H", "H", "O", "H", "H", "O", "H", "H", "O", "H", "H", "O", "H", "H", "O", "H", "H", "O", "H", "H", "O", "H", "H", "O", "H", "H", "O", "H", "H", "O", "H", "H", "O", "H", "H", "O", "H", "H", "O", "H", "H", "O", "H", "H"],
  "positions_angstrom": [[-1.38, -4.02, 2.67], [-1.88, -4.69, 3.14], [-0.51, -4.40, 2.58], [0.98, -1.95, 2.33], [0.35, -2.43, 1.80], [1.06, -1.11, 1.89], [0.36, -0.08, 0.28], [0.20, 0.46, -0.49], [-0.48, -0.49, 0.47], [4.64, 1.66, -0.84], [4.50, 2.56, -1.13], [5.59, 1.54, -0.88], [-2.58, -4.71, -0.56], [-3.08, -5.32, -0.02], [-2.74, -3.85, -0.18], [5.09, -1.21, 0.04], [4.60, -0.41, -0.15], [4.72, -1.86, -0.55], [-3.11, 1.41, 0.75], [-2.48, 2.12, 0.64], [-3.96, 1.84, 0.65], [-0.69, 1.72, -4.83], [0.01, 2.25, -5.21], [-1.50, 2.18, -5.04], [-2.33, 3.64, -1.89], [-3.16, 3.17, -1.98], [-2.58, 4.55, -1.73], [2.11, 4.19, 1.41], [2.43, 3.39, 1.82], [1.22, 3.97, 1.12], [-5.03, -2.26, -2.27], [-4.33, -1.65, -2.01], [-4.57, -2.98, -2.69], [-2.51, -0.71, -2.08], [-1.61, -1.01, -2.18], [-2.58, -0.45, -1.16], [-2.22, -1.17, 0.51], [-2.74, -0.44, 0.86], [-2.80, -1.92, 0.56], [2.05, 1.31, -3.61], [1.35, 1.38, -2.96], [2.00, 2.12, -4.11], [4.25, 4.23, -1.71], [4.55, 4.40, -2.61], [3.33, 3.99, -1.81], [2.10, -3.53, -1.94], [2.98, -3.18, -1.83], [1.95, -4.05, -1.15], [-2.45, -0.81, 3.58], [-2.06, -0.89, 2.71], [-2.01, -0.05, 3.97], [-0.70, 0.64, 5.18], [0.01, 1.26, 5.01], [-0.26, -0.15, 5.50], [0.37, -1.43, -2.71], [0.82, -1.56, -3.54], [0.80, -2.04, -2.11], [-4.30, 0.60, -3.65], [-3.90, -0.04, -3.06], [-4.64, 1.29, -3.07], [0.55, -3.35, 4.94], [1.49, -3.28, 4.80], [0.15, -3.01, 4.14], [2.79, 1.09, 1.19], [3.41, 1.17, 0.47], [1.98, 0.77, 0.79], [1.45, 4.17, -2.33], [0.86, 4.66, -2.89], [0.88, 3.64, -1.77], [-4.19, -2.95, 4.31], [-4.54, -3.50, 3.61], [-3.63, -2.31, 3.87], [-0.25, 1.71, -1.86], [-0.95, 2.36, -1.77], [-0.42, 1.31, -2.72], [3.06, -3.22, 3.59], [2.42, -2.66, 3.15], [3.68, -2.61, 3.99], [4.30, 1.91, 3.27], [3.92, 1.40, 3.98], [3.88, 1.57, 2.48], [-0.34, 4.66, 0.56], [-1.17, 4.41, 0.95], [-0.43, 5.60, 0.39], [4.34, -0.06, -3.64], [3.42, 0.19, -3.68], [4.67, 0.36, -2.84], [-4.59, -2.76, 0.52], [-5.05, -2.85, -0.31], [-4.94, -3.46, 1.07]],
  "lowdin_charge": [-0.039, 0.050, 0.038, -0.021, 0.042, 0.026, -0.049, 0.005, 0.002, -0.039, 0.000, 0.073, -0.047, 0.031, -0.019, -0.032, -0.016, 0.020, -0.007, 0.039, 0.064, -0.026, 0.037, 0.049, -0.026, 0.047, 0.060, -0.060, -0.001, -0.034, -0.035, -0.007, 0.058, -0.049, 0.024, 0.008, -0.056, 0.016, 0.022, -0.028, 0.001, 0.048, -0.030, 0.059, 0.001, -0.025, 0.042, 0.054, -0.036, 0.003, 0.005, -0.031, 0.049, 0.052, -0.036, 0.055, 0.004, -0.050, -0.036, 0.015, -0.060, -0.012, -0.026, -0.044, -0.001, 0.008, -0.027, 0.055, 0.014, -0.049, 0.007, -0.024, -0.047, 0.005, 0.020, -0.055, -0.023, 0.048, -0.057, 0.023, -0.037, -0.026, 0.048, 0.067, -0.070, -0.035, -0.010, -0.035, 0.021, 0.056]
}